Version a
Here is a 2-piece molecular cluster, C3H12N2 overall from the OMol25 dataset. Energies are from ωB97M-V with the def2-TZVPD basis set.

Bonds (Å) are listed after each position.
Element x y z (Å)
1 C -0.4156 -0.9117 -0.6462  C2 1.363, H6 1.074, H7 1.043
2 C -0.0292 -0.0059 0.2956  C1 1.363, C3 1.674, H8 1.162, H9 1.113
3 C -0.3620 1.4158 -0.5228  C2 1.674, N4 1.466, H10 1.111, H11 1.197
4 N 0.2435 2.3270 0.4530  C3 1.466, H12 0.990, H13 1.122, H14 1.014
5 N 0.4310 -2.6396 0.1726  H15 1.014, H16 1.058, H17 1.047
6 H -1.3854 -1.3678 -0.7187  C1 1.074
7 H 0.1771 -0.9977 -1.5006  C1 1.043
8 H -0.6198 -0.1479 1.2862  C2 1.162
9 H 1.0534 0.0434 0.5476  C2 1.113
10 H -1.4532 1.6223 -0.5346  C3 1.111
11 H 0.0849 1.6687 -1.6036  C3 1.197
12 H -0.5357 2.9120 0.6284  N4 0.990
13 H 1.1099 2.9342 0.0782  N4 1.122
14 H 0.5516 1.8639 1.3011  N4 1.014
15 H -0.4346 -3.1064 0.4205  N5 1.014
16 H 0.8382 -3.5350 -0.2164  N5 1.058
17 H 0.7329 -2.6906 1.1734  N5 1.047

Kohn-Sham gap = 11.83 eV
molar mass = 76.14 g/mol
charge = +2

Version b
Here is an isolated ion of composition C3H12N2 and charge +2 from the OMol25 dataset. Energies are from ωB97M-V with the def2-TZVPD basis set.

Bonds (Å) are listed after each position.
Element x y z (Å)
1 N 0.8399 0.7627 -2.2192  C2 1.495, H6 1.027, H7 1.025, H8 1.014
2 C 0.3298 -0.3142 -1.3162  N1 1.495, C3 1.546, H9 1.081, H10 1.087
3 C 0.3287 0.1486 0.1585  C2 1.546, C4 1.536, H11 1.085, H12 1.092
4 C -0.9009 -0.3762 0.9145  C3 1.536, N5 1.515, H13 1.071, H14 1.068
5 N -0.6614 -0.3896 2.4100  C4 1.515, H15 1.023, H16 1.027, H17 1.020
6 H 0.8911 0.5018 -3.2117  N1 1.027
7 H 0.2426 1.5955 -2.2157  N1 1.025
8 H 1.7697 1.0714 -1.9570  N1 1.014
9 H 0.9331 -1.2034 -1.4309  C2 1.081
10 H -0.6831 -0.5222 -1.6514  C2 1.087
11 H 1.1903 -0.2864 0.6534  C3 1.085
12 H 0.3955 1.2369 0.2208  C3 1.092
13 H -1.1535 -1.3570 0.5672  C4 1.071
14 H -1.7697 0.2315 0.7862  C4 1.068
15 H -1.5420 -0.4301 2.9284  N5 1.023
16 H -0.1870 0.4739 2.6990  N5 1.027
17 H -0.0230 -1.1433 2.6642  N5 1.020

Kohn-Sham gap = 14.59 eV
SMILES = [NH3+]CCC[NH3+]
molar mass = 76.14 g/mol
charge = +2

Quick one: most stable of them? version b

Version a
Here is a 3-piece molecular cluster, C4H12O2 overall from the OMol25 dataset. Energies are from ωB97M-V with the def2-TZVPD basis set.

Bonds (Å) are listed after each position.
Element x y z (Å)
1 C 2.8721 -1.8703 0.2863  C2 1.571, H5 1.083, H6 1.089, H7 1.103
2 C 1.6167 -1.4730 1.1439  C1 1.571, C3 1.507, H8 1.101, H9 1.084
3 C 1.8138 -0.1613 1.8601  C2 1.507, C4 1.365, H10 1.081
4 C 1.1918 0.9766 1.4352  C3 1.365, H11 1.082, H12 1.069
5 H 3.8428 -1.6684 0.7224  C1 1.083
6 H 2.8550 -2.9330 0.0477  C1 1.089
7 H 2.8619 -1.1455 -0.5451  C1 1.103
8 H 1.5734 -2.3392 1.8215  C2 1.101
9 H 0.8123 -1.1898 0.4743  C2 1.084
10 H 2.6654 -0.2636 2.5178  C3 1.081
11 H 1.6173 1.8518 1.9075  C4 1.082
12 H 0.4445 0.9668 0.6709  C4 1.069
13 H -4.3934 3.9726 -0.2924  O15 0.967
14 H -4.1815 5.1560 -1.2198  O15 0.964
15 O -4.8236 4.4713 -1.0001  H13 0.967, H14 0.964
16 H -1.3987 -3.1782 -2.4000  O18 0.972
17 H -1.9936 -1.7231 -2.2572  O18 0.975
18 O -1.3675 -2.2761 -2.7609  H16 0.972, H17 0.975

multiplicity = 2
Kohn-Sham gap (alpha / beta) = 8.20 / 3.93 eV
molar mass = 92.14 g/mol
expectation value of S² = 0.75
charge = +1

Version b
Here is a 2-piece molecular cluster, C4H12O2 overall from the OMol25 dataset. Energies are from ωB97M-V with the def2-TZVPD basis set.

Bonds (Å) are listed after each position.
Element x y z (Å)
1 C -2.3617 1.6095 -0.8770  O2 1.394, H4 1.073, H5 1.198, H6 1.054
2 O -1.0951 1.9715 -0.4196  C1 1.394, H3 1.000
3 H -0.1831 2.0288 -0.8263  O2 1.000
4 H -2.9879 2.4027 -0.5179  C1 1.073
5 H -2.5948 0.5041 -0.4770  C1 1.198
6 H -2.4836 1.4907 -1.9169  C1 1.054
7 C 0.6395 -0.5437 0.2751  C8 1.518, C9 1.532, O10 1.383, H11 1.078
8 C 1.0600 -1.7372 -0.5629  C7 1.518, H12 1.022, H17 1.175, H18 1.129
9 C 0.8909 -0.5662 1.7865  C7 1.532, H13 1.125, H14 1.112, H15 1.103
10 O 1.1670 0.6579 -0.1601  C7 1.383, H16 0.996
11 H -0.4165 -0.4060 0.1068  C7 1.078
12 H 1.5802 -1.5779 -1.4279  C8 1.022
13 H 0.0014 -0.6100 2.4737  C9 1.125
14 H 1.3275 -1.5768 1.9405  C9 1.112
15 H 1.5101 0.3268 1.9782  C9 1.103
16 H 2.1058 0.6324 -0.4905  O10 0.996
17 H 0.0696 -2.2459 -0.9388  C8 1.175
18 H 1.7706 -2.3609 0.0541  C8 1.129

multiplicity = 2
Kohn-Sham gap (alpha / beta) = 12.01 / 4.59 eV
molar mass = 92.14 g/mol
expectation value of S² = 0.76
charge = +1

Version c
Here is a 2-piece molecular cluster, C4H12O2 overall from the OMol25 dataset. Energies are from ωB97M-V with the def2-TZVPD basis set.

Bonds (Å) are listed after each position.
Element x y z (Å)
1 C -0.0756 1.6030 0.5141  O2 1.519, C3 1.518, H4 1.057, H5 1.163
2 O -1.1040 1.0717 -0.4697  C1 1.519, H6 0.950
3 C 0.0206 3.0366 0.0231  C1 1.518, H7 1.175, H8 1.076, H9 1.097
4 H 0.7723 1.0793 0.1613  C1 1.057
5 H -0.4546 1.2309 1.5487  C1 1.163
6 H -1.9671 1.4115 -0.2656  O2 0.950
7 H -1.0316 3.5596 0.0415  C3 1.175
8 H 0.5835 3.0981 -0.8916  C3 1.076
9 H 0.6932 3.4702 0.7737  C3 1.097
10 C -0.2436 -1.8838 -0.2996  O11 1.401, C12 1.624, H13 1.165, H14 1.045
11 O -0.0662 -2.2149 -1.6488  C10 1.401, H15 1.029
12 C 0.9186 -2.6794 0.5080  C10 1.624, H16 1.117, H17 1.121, H18 1.156
13 H -1.3264 -2.2655 -0.1027  C10 1.165
14 H -0.1590 -0.9203 0.0967  C10 1.045
15 H -0.1121 -1.3183 -2.1508  O11 1.029
16 H 1.3665 -1.8303 1.0787  C12 1.117
17 H 1.7561 -3.0182 -0.1550  C12 1.121
18 H 0.4294 -3.4302 1.2380  C12 1.156

multiplicity = 2
Kohn-Sham gap (alpha / beta) = 10.42 / 4.20 eV
molar mass = 92.14 g/mol
expectation value of S² = 0.75
charge = +1

Quick one: most stable of them? version a

Version a
Here is one molecule with the formula C2H2BrN from the OMol25 dataset. Energies are from ωB97M-V with the def2-TZVPD basis set.

Bonds (Å) are listed after each position.
Element x y z (Å)
1 N -0.5681 2.1420 -0.0418  C2 1.148
2 C -0.3533 1.0320 0.1584  N1 1.148, C3 1.639
3 C 0.0175 -0.5587 0.0269  C2 1.639, Br4 1.930, H5 1.097, H6 1.123
4 Br 1.9457 -0.6479 0.0385  C3 1.930
5 H -0.4205 -0.8425 -0.9381  C3 1.097
6 H -0.6213 -1.1249 0.7562  C3 1.123

Kohn-Sham gap = 11.36 eV
SMILES = N#CCBr
molar mass = 119.95 g/mol
charge = 0

Version b
Here is a 2-piece molecular cluster, C2H2BrN overall from the OMol25 dataset. Energies are from ωB97M-V with the def2-TZVPD basis set.

Bonds (Å) are listed after each position.
Element x y z (Å)
1 C -0.6371 -1.5851 -0.7479  C2 1.451, N3 1.146
2 C 0.3056 -0.4822 -0.7686  C1 1.451, Br4 1.866, H5 1.060
3 N -1.4634 -2.3539 -0.9486  C1 1.146
4 Br 2.0829 -1.0095 -0.9779  C2 1.866
5 H -0.1936 0.4171 -1.0242  C2 1.060
6 H -0.0969 0.2640 1.1395  no bonds

Kohn-Sham gap (alpha / beta) = 8.56 / 9.06 eV
molar mass = 119.95 g/mol
charge = 0

Version c
Here is a 2-piece molecular cluster, C2H2BrN overall from the OMol25 dataset. Energies are from ωB97M-V with the def2-TZVPD basis set.

Bonds (Å) are listed after each position.
Element x y z (Å)
1 C 1.8652 -0.4555 0.1365  N3 1.138, H5 1.052
2 C -1.6754 0.9485 0.1673  Br4 1.762, H6 1.164
3 N 2.4622 -0.0278 -0.7322  C1 1.138
4 Br -2.1071 0.2100 -1.3729  C2 1.762
5 H 1.1133 -0.8796 0.7385  C1 1.052
6 H -1.6583 0.2044 1.0628  C2 1.164

Kohn-Sham gap (alpha / beta) = 7.87 / 7.87 eV
molar mass = 119.95 g/mol
charge = 0

Version d
Here is a 2-piece molecular cluster, C2H2BrN overall from the OMol25 dataset. Energies are from ωB97M-V with the def2-TZVPD basis set.

Bonds (Å) are listed after each position.
Element x y z (Å)
1 C -0.3086 -1.0456 0.0059  C2 1.421, N3 1.124
2 C 0.0574 0.3167 -0.1671  C1 1.421, Br4 1.988, H5 1.121
3 N -0.7235 -2.0884 0.0666  C1 1.124
4 Br 1.9143 0.9732 0.1014  C2 1.988
5 H -0.2835 0.9476 -1.0288  C2 1.121
6 H -0.6561 0.8966 1.0219  no bonds

Kohn-Sham gap = 10.72 eV
molar mass = 119.95 g/mol
charge = 0

Quick one: most stable of them? version a

Version a
Here is a 4-piece molecular cluster, C8H16Cl8 overall from the OMol25 dataset. Energies are from ωB97M-V with the def2-TZVPD basis set.

Bonds (Å) are listed after each position.
Element x y z (Å)
1 Cl 1.6732 1.0466 2.0086  C2 1.717
2 C 0.2189 0.6119 1.2062  Cl1 1.717, C3 1.544, H5 1.090, H6 1.090
3 C -1.0112 0.5225 2.1344  C2 1.544, Cl4 1.794, H7 1.090, H8 1.090
4 Cl -2.4571 -0.1224 1.2910  C3 1.794
5 H 0.3573 -0.3161 0.6514  C2 1.090
6 H 0.0735 1.3556 0.4227  C2 1.090
7 H -1.2611 1.5376 2.4427  C3 1.090
8 H -0.8024 -0.0609 3.0311  C3 1.090
9 Cl -2.3437 3.6346 -0.6469  C10 1.812
10 C -3.8222 2.6201 -0.9065  Cl9 1.812, C11 1.534, H13 1.090, H14 1.090
11 C -4.6607 2.9883 -2.1368  C10 1.534, Cl12 1.833, H15 1.090, H16 1.090
12 Cl -3.7128 2.7076 -3.6809  C11 1.833
13 H -4.4717 2.9231 -0.0852  C10 1.090
14 H -3.5593 1.5673 -0.8036  C10 1.090
15 H -4.8985 4.0483 -2.0484  C11 1.090
16 H -5.5373 2.3405 -2.1431  C11 1.090
17 Cl 5.2125 -0.6522 -0.3692  C18 1.765
18 C 4.3034 -0.3706 1.1175  Cl17 1.765, C19 1.511, H21 1.090, H22 1.090
19 C 4.5342 -1.4355 2.1638  C18 1.511, Cl20 1.773, H23 1.090, H24 1.090
20 Cl 3.3184 -1.5252 3.4517  C19 1.773
21 H 3.3031 -0.5297 0.7149  C18 1.090
22 H 4.4281 0.6679 1.4242  C18 1.090
23 H 5.4873 -1.2119 2.6430  C19 1.090
24 H 4.4816 -2.4292 1.7190  C19 1.090
25 Cl -1.2975 -1.0488 -1.9496  C26 1.764
26 C -0.5870 -2.5651 -1.3963  Cl25 1.764, C27 1.564, H29 1.090, H30 1.090
27 C 0.8481 -2.6642 -2.0102  C26 1.564, Cl28 1.764, H31 1.090, H32 1.090
28 Cl 1.9870 -1.5554 -1.2442  C27 1.764
29 H -1.1930 -3.4105 -1.7220  C26 1.090
30 H -0.5518 -2.5288 -0.3075  C26 1.090
31 H 0.7681 -2.4466 -3.0753  C27 1.090
32 H 1.1727 -3.6985 -1.8969  C27 1.090

Kohn-Sham gap = 10.80 eV
SMILES = ClCCCl.ClCCCl.ClCCCl.ClCCCl
molar mass = 395.84 g/mol
charge = 0

Version b
Here is a 4-piece molecular cluster, C8H16Cl8 overall from the OMol25 dataset. Energies are from ωB97M-V with the def2-TZVPD basis set.

Bonds (Å) are listed after each position.
Element x y z (Å)
1 Cl -21.9447 21.3557 -18.6796  C2 1.761
2 C -21.6523 19.8509 -19.5456  Cl1 1.761, C3 1.530, H5 1.090, H6 1.090
3 C -20.2808 19.8726 -20.2228  C2 1.530, Cl4 1.791, H7 1.090, H8 1.090
4 Cl -19.0106 20.0063 -18.9666  C3 1.791
5 H -22.4457 19.5734 -20.2396  C2 1.090
6 H -21.4879 19.0843 -18.7884  C2 1.090
7 H -20.1708 20.7110 -20.9105  C3 1.090
8 H -20.1051 18.9130 -20.7090  C3 1.090
9 Cl -15.5927 26.9822 -12.5641  C10 1.795
10 C -16.5024 26.3382 -13.9705  Cl9 1.795, C11 1.562, H13 1.090, H14 1.090
11 C -15.6121 25.2264 -14.6112  C10 1.562, Cl12 1.822, H15 1.090, H16 1.090
12 Cl -15.6541 23.7322 -13.5690  C11 1.822
13 H -16.6993 27.1236 -14.7003  C10 1.090
14 H -17.4400 25.9808 -13.5449  C10 1.090
15 H -14.5689 25.5396 -14.5701  C11 1.090
16 H -15.9961 24.9750 -15.5999  C11 1.090
17 Cl -23.4341 24.1874 -21.1284  C18 1.763
18 C -21.7310 24.3422 -21.5550  Cl17 1.763, C19 1.570, H21 1.090, H22 1.090
19 C -20.9334 24.7145 -20.2554  C18 1.570, Cl20 1.806, H23 1.090, H24 1.090
20 Cl -21.4929 26.2962 -19.5878  C19 1.806
21 H -21.6830 25.0104 -22.4149  C18 1.090
22 H -21.3783 23.4182 -22.0132  C18 1.090
23 H -19.8464 24.7000 -20.3356  C19 1.090
24 H -21.0819 23.9830 -19.4610  C19 1.090
25 Cl -20.0699 23.6908 -16.8776  C26 1.758
26 C -18.6021 22.7236 -16.8369  Cl25 1.758, C27 1.510, H29 1.090, H30 1.090
27 C -17.7538 23.0010 -18.0548  C26 1.510, Cl28 1.797, H31 1.090, H32 1.090
28 Cl -17.0519 24.6558 -18.0679  C27 1.797
29 H -18.8502 21.6631 -16.7943  C26 1.090
30 H -18.0384 22.9287 -15.9268  C26 1.090
31 H -18.2798 22.7935 -18.9867  C27 1.090
32 H -16.9126 22.3184 -17.9347  C27 1.090

Kohn-Sham gap = 10.89 eV
SMILES = ClCCCl.ClCCCl.ClCCCl.ClCCCl
molar mass = 395.84 g/mol
charge = 0

Version c
Here is a 4-piece molecular cluster, C8H16Cl8 overall from the OMol25 dataset. Energies are from ωB97M-V with the def2-TZVPD basis set.

Bonds (Å) are listed after each position.
Element x y z (Å)
1 Cl -2.6910 0.5899 1.2527  C2 1.796
2 C -4.3498 -0.0589 1.4865  Cl1 1.796, C3 1.489, H5 1.088, H6 1.088
3 C -5.2972 0.9783 1.9799  C2 1.489, Cl4 1.754, H7 1.092, H8 1.091
4 Cl -4.9048 1.5877 3.5770  C3 1.754
5 H -4.2332 -0.9085 2.1556  C2 1.088
6 H -4.6608 -0.4481 0.5190  C2 1.088
7 H -6.3070 0.5620 1.9799  C3 1.092
8 H -5.3457 1.8097 1.2758  C3 1.091
9 Cl -1.3393 0.9030 4.6839  C10 1.775
10 C -0.8946 2.4359 3.9082  Cl9 1.775, C11 1.503, H13 1.088, H14 1.091
11 C 0.2263 2.2833 2.9186  C10 1.503, Cl12 1.772, H15 1.089, H16 1.091
12 Cl 1.8059 2.1080 3.7032  C11 1.772
13 H -0.6578 3.1285 4.7133  C10 1.088
14 H -1.7786 2.8389 3.4111  C10 1.091
15 H 0.2834 3.1377 2.2454  C11 1.089
16 H 0.0245 1.4220 2.2805  C11 1.091
17 Cl 1.1744 -1.3030 -2.4147  C18 1.775
18 C 1.7370 -1.6186 -0.7611  Cl17 1.775, C19 1.487, H21 1.087, H22 1.087
19 C 0.9308 -0.8594 0.2319  C18 1.487, Cl20 1.776, H23 1.086, H24 1.091
20 Cl 1.6207 -1.1001 1.8507  C19 1.776
21 H 2.7781 -1.3156 -0.6898  C18 1.087
22 H 1.6561 -2.6862 -0.5708  C18 1.087
23 H -0.1163 -1.1474 0.2616  C19 1.086
24 H 0.9548 0.2097 0.0139  C19 1.091
25 Cl 4.5646 -2.8110 -3.4879  C26 1.775
26 C 4.2197 -1.3954 -4.5023  Cl25 1.775, C27 1.504, H29 1.086, H30 1.085
27 C 3.1233 -1.7276 -5.4761  C26 1.504, Cl28 1.782, H31 1.085, H32 1.089
28 Cl 2.7714 -0.2873 -6.4642  C27 1.782
29 H 5.1233 -1.1799 -5.0655  C26 1.086
30 H 3.9424 -0.5582 -3.8699  C26 1.085
31 H 2.2082 -2.0626 -4.9979  C27 1.085
32 H 3.4313 -2.5271 -6.1486  C27 1.089

Kohn-Sham gap = 11.01 eV
SMILES = ClCCCl.ClCCCl.ClCCCl.ClCCCl
molar mass = 395.84 g/mol
charge = 0

Quick one: most stable of them? version c